Entry 1:
The following is a DFT calculation (ωB97M-V/def2-TZVPD) of C20H35AsN2O3ReS5SeSi as an isolated structure.

The geometry in XYZ format:
```
69
Properties=species:S:1:pos:R:3:forces:R:3:lowdin_charge:R:1
C 5.23741 3.46036 1.42697 -0.01 -0.01 -0.02 -0.58
H 5.37224 -0.64129 -2.65203 0.00 0.00 0.00 0.08
C -9.77329 -5.31261 -1.07346 0.00 0.00 0.00 0.02
H -10.70819 -3.82292 1.26919 0.00 0.00 0.00 0.18
H 5.74510 -3.00065 -0.01948 0.00 0.00 0.00 0.10
C 6.09694 1.38386 -2.88028 0.00 0.00 -0.01 -0.58
C -9.24029 -4.53460 -3.32024 0.00 0.00 0.00 -0.03
S -9.39326 -0.70250 4.84787 0.00 0.01 0.02 0.16
H -8.92827 -4.79001 -4.32331 0.00 0.00 0.00 0.13
C 4.04786 4.00079 0.65976 0.00 0.00 0.00 -0.02
H 4.18545 3.88073 -0.41577 0.00 0.00 0.00 0.08
Re -9.32555 -0.19737 2.71307 0.00 -0.03 -0.02 -0.01
N -10.46947 -3.36292 0.40331 -0.01 0.00 -0.01 0.15
C -9.37303 -5.56294 -2.36780 0.00 0.00 0.00 -0.03
H 4.17149 -1.73329 1.48208 0.00 0.00 0.00 0.10
H 5.89508 3.11406 3.45151 0.00 0.00 0.00 0.10
Se -11.32023 -0.83621 1.46364 -0.01 -0.02 0.00 0.76
C -10.03845 -3.98210 -0.76543 0.00 0.00 0.01 -0.15
H 8.13444 1.85793 -2.34497 0.00 0.00 0.00 0.10
As -9.43360 1.52148 5.48725 0.01 -0.01 -0.02 0.04
C 5.24338 0.21196 -3.31961 0.00 0.00 0.00 -0.02
H 7.19182 0.30115 2.32135 0.00 0.00 0.00 0.08
H 4.98379 4.60880 3.21353 0.00 0.00 0.00 0.10
H 6.55672 5.13353 1.20096 0.00 0.00 0.00 0.11
H -9.40864 -2.43305 -3.75059 0.00 0.00 0.00 0.13
N -10.26956 -1.77398 -1.07184 0.00 0.00 -0.01 -0.05
C -10.29325 -0.47568 -1.74215 0.00 0.00 0.00 0.02
S -10.81951 2.40011 6.86819 -0.01 0.00 0.00 0.21
C 5.89813 2.60339 -3.75454 0.00 0.00 0.00 -0.01
C -10.59724 -2.05036 0.18691 0.01 0.01 0.00 -0.64
H 7.68684 0.15084 -2.07873 0.00 0.00 0.00 0.08
H 5.20484 -2.02867 2.88298 0.00 0.00 0.00 0.11
H -10.98797 -0.51977 -2.57828 0.00 0.00 0.00 0.12
O 5.60737 1.81402 -1.52894 0.02 0.00 0.02 -0.08
C 6.25737 -1.28199 1.17678 0.00 0.00 0.00 -0.58
H 3.93756 5.06483 0.86847 0.00 0.00 0.00 0.11
H 4.84652 2.88609 -3.78908 0.00 0.00 0.00 0.10
S -9.32335 1.93218 3.19928 0.00 0.01 0.03 0.17
H 4.19072 0.49360 -3.35207 0.00 0.00 0.00 0.10
H -9.29411 -0.24206 -2.10413 0.00 0.00 0.00 0.11
C 6.54884 4.06841 0.97045 0.00 0.01 0.00 -0.01
H 4.13492 3.05748 3.23442 0.00 0.00 0.00 0.09
H 7.39064 3.60764 1.48884 0.00 0.00 0.00 0.10
Si 5.63132 1.13830 -0.11611 0.08 0.01 -0.06 0.51
C 5.05120 3.55985 2.92589 0.00 0.00 0.00 -0.02
H 6.22847 2.37964 -4.76860 0.00 0.00 0.00 0.10
C 6.59332 -2.61634 0.54604 0.00 0.00 0.00 -0.01
C -9.50370 -3.21755 -3.01300 0.00 0.00 0.00 0.02
O 5.93557 -0.39271 0.01453 0.01 0.02 0.01 -0.08
H -9.15928 -6.58003 -2.66554 0.00 0.00 0.00 0.13
H 8.29573 -0.57165 1.22416 0.00 0.00 0.00 0.10
C 5.02057 -1.35123 2.04934 0.00 0.00 0.00 -0.02
H 4.77354 -0.37087 2.45989 0.00 0.00 0.00 0.08
O 5.31084 1.98799 1.15980 0.01 -0.01 0.04 -0.08
H 7.45167 -2.52518 -0.11876 0.00 0.00 0.00 0.10
C -9.90821 -2.96562 -1.70507 0.00 0.01 0.00 -0.14
H 6.67873 3.96268 -0.10862 0.00 0.00 0.00 0.08
H -10.61784 0.28887 -1.04336 0.00 0.00 0.00 0.07
H 3.13110 3.49701 0.96730 0.00 0.00 0.00 0.10
C 7.44393 -0.67324 1.89771 0.00 0.00 0.00 -0.01
C 7.56027 1.01574 -2.73340 0.00 0.00 0.00 -0.01
H 6.48094 3.44553 -3.38254 0.00 0.00 0.00 0.10
H 7.96958 0.75372 -3.70876 0.00 0.00 0.00 0.11
H 5.54295 -0.09660 -4.32103 0.00 0.00 0.00 0.11
S -7.49707 -0.73561 1.94307 -0.08 0.01 0.01 0.27
S -8.68413 2.56210 7.21245 0.01 -0.01 0.00 0.22
H 6.84064 -3.33408 1.32793 0.00 0.00 0.00 0.10
H -9.88186 -6.10571 -0.34691 0.00 0.00 0.00 0.13
H 7.74348 -1.32328 2.71952 0.00 0.00 0.00 0.11
```
Positions in Å, forces in eV/Å.

## Properties
Spin multiplicity = 1
Electronic energy = -220781.6712 eV
Frontier orbital gap = 6.52 eV
Energy above the lowest of the compared OMol25 structures with the same formula, charge and spin = 0.0 kcal/mol
Lowest unoccupied orbital energy = -0.35102 Ha
Total charge = +3

Entry 2:
The following is a DFT calculation (ωB97M-V/def2-TZVPD) of a 4-piece molecular cluster, C20H35BN2O8S3 overall in a non-equilibrium geometry.

The geometry in XYZ format:
```
69
Properties=species:S:1:pos:R:3:forces:R:3:lowdin_charge:R:1
O 5.85010 -0.89248 0.26838 -0.17 0.44 -0.12 -0.33
C -0.87877 6.25134 0.63986 0.80 -0.04 0.73 -0.10
H 3.32447 -2.86840 1.97698 -0.09 0.10 -0.04 0.12
N -2.09615 4.52133 2.45550 4.02 4.73 -2.99 0.12
C 0.25920 6.38428 -1.69251 1.23 3.07 -1.60 -0.12
O -5.78685 1.66528 0.74108 0.36 -0.09 -0.34 -0.32
H 4.41623 -5.17486 -1.37318 -0.13 0.08 0.14 0.11
H 2.46644 -0.74164 -0.01224 0.15 0.03 0.00 0.11
C -0.45684 5.34857 -0.66183 0.75 1.00 0.04 -0.27
H 0.16741 3.50040 0.61908 0.24 1.39 -1.41 0.14
C 2.80414 -1.92392 1.78846 -0.07 -0.07 0.28 -0.23
S 2.18151 -5.12128 -0.53509 0.06 0.00 -0.10 0.68
H 3.22178 -6.90481 -2.62692 0.04 0.11 -0.01 0.12
O -3.05917 4.94239 -0.83389 2.66 -1.61 -0.70 -0.03
C -4.03299 0.10289 1.95637 0.30 -0.12 0.54 -0.22
H 0.10639 6.75676 0.97905 -1.74 -0.79 -0.33 0.13
H -1.62664 7.08066 0.37804 0.93 -1.52 0.51 0.14
C 0.89564 -5.70290 -1.63461 -0.49 -0.17 -0.34 -0.22
H 2.52163 -0.03873 2.80703 0.08 -0.03 0.05 0.12
H -4.24588 0.83222 2.73915 0.07 0.08 -0.24 0.11
H 3.11626 2.17265 -1.73524 -1.05 0.29 1.67 0.07
H -5.58146 -2.86478 1.19530 0.06 0.08 -0.04 0.12
H 1.73326 -2.13453 1.79063 0.20 -0.02 -0.05 0.11
H 5.31942 -1.29393 2.81511 -0.02 0.09 -0.10 0.11
H 0.62632 -6.71683 -1.33277 0.10 0.13 0.11 0.11
O -3.88857 0.67458 -0.60996 -0.24 0.02 0.12 -0.32
H -2.96037 0.07577 1.75504 -0.13 0.09 -0.10 0.11
H -0.84336 4.02537 -3.09336 -0.85 -0.18 0.53 0.09
H 3.55817 -2.13570 -0.24645 0.04 0.28 0.04 0.08
C 2.44935 2.59083 -0.90729 -3.41 2.23 -1.40 -0.02
C 3.00426 -5.86784 -2.90353 0.01 -0.18 -0.09 -0.22
H -5.89507 -1.15255 -0.81834 0.02 0.21 0.04 0.11
H 3.09412 -1.33168 3.87173 0.01 0.07 -0.08 0.12
C -3.77715 3.70732 -0.53696 -1.58 -0.54 0.29 -0.09
C 0.60605 4.25507 -0.14313 0.98 -0.30 -0.52 -0.15
C 3.18395 -0.90904 2.86858 -0.13 0.05 -0.01 -0.22
H -3.54530 2.83276 -1.23630 -0.06 1.49 0.92 0.08
H 1.28968 -4.70845 -3.51144 0.03 -0.09 0.05 0.12
H 2.55915 2.34102 0.20281 0.29 0.60 -2.03 0.06
H -6.77930 -0.77186 0.69021 0.10 0.08 -0.06 0.11
H -4.91042 3.93151 -0.65122 1.99 -0.39 0.38 0.11
H -3.55392 3.39587 0.55645 -0.40 0.58 -1.81 0.08
H -3.82259 -1.86996 2.85245 -0.08 0.09 -0.04 0.12
H 1.12885 3.49508 -2.42662 0.30 0.42 1.84 0.10
H 3.42147 -3.88752 -2.11905 -0.02 -0.07 0.08 0.11
C 1.49290 -5.67708 -3.04265 -0.04 0.06 -0.26 -0.22
C 4.61725 -0.49606 2.56230 -0.05 0.04 0.54 -0.23
H 4.91130 0.43223 3.05228 0.10 -0.03 -0.19 0.11
C -4.57138 -1.28340 2.31482 -0.08 -0.16 0.18 -0.22
H 1.04480 -6.44723 -3.67486 0.02 0.10 0.08 0.12
C -4.99335 -1.96308 1.01084 0.12 -0.15 -0.01 -0.23
H -5.44217 -1.18215 2.97114 0.08 -0.01 -0.07 0.12
C -5.79419 -0.92074 0.24188 -0.20 -0.47 -0.08 -0.23
O 2.56660 -6.20605 0.33760 -0.14 0.41 0.06 -0.31
H -4.10426 -2.24958 0.43918 -0.10 0.02 0.01 0.12
C 1.36003 3.43924 -1.30747 2.79 -2.05 1.63 -0.13
N 0.71672 7.26925 -2.39191 -2.56 -5.12 3.85 0.13
C 3.25052 -1.35019 0.44306 -0.36 -0.24 -0.11 -0.23
C 3.43825 -4.92831 -1.78656 0.36 0.01 -0.32 -0.23
O -1.72049 3.95569 -2.65421 0.98 1.66 2.07 0.12
B -1.76662 4.70441 -1.42051 -1.91 -0.36 -0.98 -0.49
O 1.82133 -3.81407 -0.02879 -0.03 -0.56 0.11 -0.33
C -1.43807 5.34796 1.85031 -3.25 -3.16 0.09 -0.14
S 4.64569 -0.28610 0.79131 0.18 -0.34 0.12 0.68
H 0.02701 -5.04797 -1.55376 0.13 -0.07 0.19 0.10
S -4.86697 0.58889 0.45015 -0.34 0.04 0.14 0.66
H 1.44013 4.81647 0.44205 -1.47 -0.83 -1.04 0.14
H 3.52806 -5.65016 -3.83676 -0.03 -0.03 0.11 0.12
O 4.27245 1.07777 0.48527 0.61 -0.40 0.07 -0.36
```
Positions in Å, forces in eV/Å.

## Properties
Spin multiplicity = 1
Electronic energy = -73846.8471 eV
Frontier orbital gap = 9.32 eV
Lowest unoccupied orbital energy = 0.00259 Ha

Entry 3:
The following is a DFT calculation (ωB97M-V/def2-TZVPD) of C20H35Cl2IN3RbS2Sb as an isolated structure in a non-equilibrium geometry.

The geometry in XYZ format:
```
65
Properties=species:S:1:pos:R:3:forces:R:3:lowdin_charge:R:1
Sb -2.20843 3.96262 0.38662 0.62 -0.43 -0.13 1.30
H -4.79488 7.01983 1.19268 0.82 -0.05 -0.36 0.08
C -1.74127 5.22653 -2.62536 -0.69 0.02 -1.16 -0.24
H 0.34554 -6.69001 -3.18406 -0.19 0.11 0.23 0.10
Cl -1.54921 1.66510 5.08817 0.42 1.42 0.44 0.42
H -5.75097 1.74217 0.24376 0.37 0.59 0.00 0.07
H -0.62021 -6.28077 -1.74850 0.04 0.21 -0.11 0.10
H -0.70873 5.93361 -0.84498 -0.05 -0.98 -0.55 0.04
C 2.70987 -4.18101 3.40790 1.94 0.92 0.22 -0.66
C 1.19533 -5.15589 -2.00590 1.02 1.00 0.20 -0.24
C -3.12667 5.65857 1.57676 -0.43 -1.26 -0.39 -0.44
H 5.73628 -2.62376 3.73798 0.54 0.07 0.13 0.10
H -4.20716 6.22493 -0.24192 0.18 0.10 -0.26 0.04
H -3.25151 7.54174 0.50491 0.37 0.51 -0.42 0.05
S 1.40609 -1.87329 0.10507 -0.12 0.18 0.34 0.59
N 3.18596 -3.71316 -0.62159 0.26 -0.53 -0.61 0.11
H 1.29274 -0.57226 -3.55732 -0.09 0.48 0.06 0.04
I 1.70067 -5.95841 2.88230 0.51 0.49 0.20 0.86
H -2.28477 6.04947 2.18326 -0.55 -0.05 -0.42 0.03
H -0.55394 -5.20343 -3.18137 -0.63 0.51 -0.27 0.08
C -3.85637 6.67881 0.67903 -1.27 -0.41 1.48 -0.21
H -4.39112 3.41625 -1.30453 0.09 -0.17 -0.27 0.03
H -4.60507 2.20026 1.51971 -0.13 0.19 -0.44 0.05
C -0.00274 -5.86473 -2.55006 1.21 -0.99 -0.16 0.01
Cl 0.25690 4.03980 4.56519 -0.09 -0.35 -0.05 0.50
Rb 0.98290 0.57941 2.98907 -0.09 0.01 -0.21 0.63
H 4.14930 -0.69265 4.01461 0.19 -0.48 0.07 0.11
H -3.49525 1.85467 -0.96183 -0.52 1.46 0.60 0.05
H -0.76269 3.46241 6.55524 -0.21 -0.32 0.38 0.03
H 4.75905 -4.96479 3.47522 0.07 0.29 0.01 0.10
C 2.54028 -5.43571 -2.14865 0.10 -0.92 -0.36 0.03
C -1.00861 -0.53224 -4.83494 -1.26 0.52 -0.11 -0.44
H 2.92744 -6.21361 -2.80051 -0.56 -0.16 0.14 0.12
C 3.79441 -1.72022 3.87340 0.35 0.30 -0.13 -0.15
H -2.11089 4.26959 -3.06496 0.20 0.69 0.22 0.07
H -1.93016 4.03772 5.30610 -0.55 0.03 0.06 0.02
H -3.85411 5.14023 2.28452 0.98 0.53 -0.88 0.05
N 0.95380 -4.01463 -1.30845 -0.31 -0.48 0.31 0.09
C -5.02765 2.52757 0.54828 -0.01 0.73 0.21 -0.23
H 5.04936 -6.16363 -1.89777 0.12 0.90 0.39 0.10
H 0.00520 -3.70171 -1.12696 0.10 -0.05 -0.17 0.14
C 1.95490 -3.00644 3.52439 -0.10 -1.78 -0.39 -0.28
C 3.52530 -4.75833 -1.38581 -2.30 1.38 0.26 -0.32
H 0.88724 -3.10151 3.32475 0.12 0.35 0.26 0.09
C 1.91057 -3.27677 -0.65767 0.33 0.12 0.49 -0.83
C 4.68365 -2.79141 3.72527 -1.04 -0.07 0.17 -0.05
H -0.82328 -1.57992 -4.60751 0.21 0.05 -0.01 0.02
C 4.92221 -5.17333 -1.39904 1.26 -0.82 0.89 -0.03
H 0.86824 -0.32128 -1.85309 -0.13 0.53 -0.97 -0.06
S -0.86153 0.52983 -3.36111 -0.08 -0.48 -0.39 0.70
H -5.56385 3.50676 0.71238 0.26 -1.16 0.06 0.07
C -1.09391 3.41181 5.53577 0.44 -0.85 -0.90 -0.88
H 5.26290 -5.21976 -0.32757 -0.24 -0.17 -0.99 0.11
C -3.94697 2.81046 -0.51865 0.76 -0.40 0.07 -0.45
C -1.00170 4.96736 -1.35064 0.21 0.23 1.42 -0.43
H 5.54977 -4.39306 -1.84484 -0.13 -0.25 -0.16 0.10
H -0.42547 -0.15995 -5.67717 0.24 -0.16 0.20 0.03
H 1.39003 1.10368 -2.83610 0.07 -0.52 -0.15 0.03
C 0.83492 0.15383 -2.86975 0.36 -0.21 1.00 -0.45
C 4.15989 -4.06205 3.55828 -2.64 -0.47 -0.55 -0.08
N 2.47373 -1.82347 3.79809 0.11 0.41 -0.08 -0.05
H -1.08367 5.70644 -3.40349 -0.60 -0.35 0.73 0.08
H -2.61851 5.87867 -2.45003 0.40 -0.26 -0.26 0.06
H -2.07403 -0.45038 -5.14983 0.65 -0.09 0.25 0.04
H -0.07913 4.37342 -1.59670 -0.88 0.35 0.81 0.04
```
Positions in Å, forces in eV/Å.

## Properties
Spin multiplicity = 1
Electronic energy = -87780.3945 eV
Frontier orbital gap = 7.13 eV
Energy above the lowest of the compared OMol25 structures with the same formula, charge and spin = 29.0 kcal/mol
Lowest unoccupied orbital energy = -0.08634 Ha
Total charge = +1

Entry 4:
The following is a DFT calculation (ωB97M-V/def2-TZVPD) of C20H35ClMgN5O4 as an isolated structure in a non-equilibrium geometry.

The geometry in XYZ format:
```
66
Properties=species:S:1:pos:R:3:forces:R:3:lowdin_spin:R:1
O -1.79918 -1.60771 -1.55678 0.21 -1.49 0.23 0.37
C 4.19180 2.51234 -1.03339 0.05 0.58 -0.55 0.00
C -1.79792 5.21961 -2.22816 -0.82 -0.70 0.40 0.00
Cl -1.18704 -0.32379 -1.73174 1.75 1.25 2.32 -0.05
H -0.22046 -0.46696 2.56358 0.27 0.30 0.55 0.00
H -2.14211 -4.56018 1.22535 0.16 0.34 0.00 0.00
H -2.95781 6.99271 -1.65008 -0.14 -0.39 -0.05 0.00
C -3.30157 -3.14782 2.39878 0.67 -1.08 0.08 0.00
H 1.22082 -3.08879 -0.70873 0.10 0.10 -0.29 0.00
O -1.75305 0.59129 -0.76831 -0.84 0.61 1.20 -0.01
H -1.82192 6.22351 0.53734 -0.02 0.19 0.00 0.00
C 2.88548 -0.97317 0.97576 0.89 0.64 1.02 0.00
H 2.19598 0.38386 2.54424 0.08 -0.06 -0.03 0.00
H 1.38822 -4.06742 1.57204 0.09 0.21 -0.12 0.00
Mg -3.56207 1.58099 0.16321 1.23 -0.28 -0.83 0.00
O 0.23785 -0.32908 -1.54023 -1.29 -0.69 -0.28 0.16
C -1.93085 6.62737 -1.65086 0.49 0.60 1.10 0.00
H 3.39662 -4.24725 0.00093 -0.04 0.01 0.12 0.00
H -2.34697 5.17748 -3.16883 0.30 -0.24 -0.31 0.00
H 2.86219 0.96012 -1.49401 -0.35 -0.22 -0.30 0.00
H 3.46062 1.75184 -2.95447 -0.01 0.12 0.07 0.00
H 2.59807 -1.30396 -0.02228 -0.29 -0.65 0.28 0.00
C 1.15252 3.16074 -0.76547 -1.47 0.04 2.52 0.00
N 0.05114 -5.24456 -2.64186 -0.83 -1.60 -2.87 0.11
C -2.40631 4.16494 -1.39405 -1.55 -1.51 1.86 0.00
N -2.91160 3.34372 -0.72187 0.93 1.49 -1.49 0.00
H 2.80326 -5.81233 -0.56099 -0.17 -0.04 0.07 0.00
C -1.30081 6.76950 -0.24907 0.44 0.20 -0.88 0.00
C 3.64651 -1.99314 1.78207 -0.54 -0.43 -0.24 0.00
H 0.19754 -1.63015 1.43177 0.26 -0.42 -0.27 0.00
C 0.64501 -1.04066 2.23200 -0.87 -0.97 0.21 0.00
C 0.61930 -3.96034 -0.45054 0.62 -0.62 -0.32 0.04
O -1.56309 0.10443 -2.99216 -0.41 0.48 -2.92 0.25
H -0.26664 6.42960 -0.30450 0.02 -0.34 0.16 0.00
N 0.56883 3.46073 0.20517 1.12 -0.68 -2.17 0.00
C 1.83037 2.81213 -1.99687 0.88 -0.10 -0.89 0.00
C -4.47273 -1.10893 1.60827 0.17 0.47 -0.71 0.00
N 4.21516 -2.80666 2.37938 -0.68 0.99 -0.61 0.00
H 3.18138 -5.57294 1.16636 0.47 -0.05 -0.20 0.01
C -3.03298 -3.93752 1.14314 -0.73 -0.11 -0.63 0.00
H 1.15925 2.34165 -2.71544 -0.39 0.03 0.22 0.00
H -5.51719 -2.88122 2.22996 0.08 0.07 -0.34 0.00
C 3.11481 1.92426 -1.93526 -0.46 0.14 1.16 0.00
H 1.34030 0.49595 1.01474 0.22 0.29 -0.09 0.00
H -0.33257 -3.51987 -0.15381 -0.57 0.08 0.43 0.02
C -4.60636 -2.32234 2.44477 0.93 0.41 0.29 0.00
H -1.18677 7.83186 -0.03349 -0.46 -0.07 0.36 0.00
C 1.36032 -4.71539 0.69598 -0.45 0.04 -0.63 0.02
H 2.05851 3.79239 -2.41537 0.38 0.04 -0.33 0.00
H -3.01017 -3.29806 0.26071 0.29 -0.10 -0.19 0.00
H -1.40054 7.32297 -2.30126 0.06 -0.28 -0.27 0.00
H -2.41488 -2.57327 2.66671 -0.23 0.50 0.02 0.00
H -4.65756 -2.00756 3.48708 -0.41 0.45 0.00 0.00
H 4.46594 3.48443 -1.44326 0.31 0.08 0.13 0.00
C 0.31994 -4.70904 -1.68396 1.12 1.98 3.67 0.04
H 3.64552 -0.22973 0.73548 0.14 0.20 0.04 0.00
H 3.83884 2.69175 -0.01785 -0.09 -0.16 0.04 0.00
H 0.84699 -5.61696 1.03031 -0.27 0.01 -0.29 0.00
H -3.33809 -3.92928 3.15778 -0.46 0.37 0.49 0.00
C 1.75897 -0.20447 1.73739 0.83 0.32 -1.03 0.00
N -4.26529 -0.18848 0.92766 -0.27 -0.70 1.15 0.00
C 2.77914 -5.10490 0.26789 -0.15 0.03 0.33 0.02
H -0.77737 4.84618 -2.31269 0.25 0.42 -0.36 0.00
H -3.84471 -4.65034 0.99793 -0.11 -0.01 -0.16 0.00
H 1.00567 -1.71083 3.01232 -0.36 -0.10 0.12 0.00
H 5.08373 1.88676 -0.99848 -0.07 0.02 -0.01 0.00
```
Positions in Å, forces in eV/Å.

## Properties
Spin multiplicity = 2
Electronic energy = -54889.4930 eV
Frontier orbital gap (alpha / beta) = 8.47 / 3.32 eV
Energy above the lowest of the compared OMol25 structures with the same formula, charge and spin = 0.0 kcal/mol
Lowest unoccupied orbital energy (alpha / beta) = -0.26499 / -0.45223 Ha
Total charge = +2

Number 1 is which compound? C20H35AsN2O3ReS5SeSi

electronic energy of number 3 (C20H35Cl2IN3RbS2Sb)? -87780.3945 eV

Which formula does entry 1 have? C20H35AsN2O3ReS5SeSi